Computed, not measured: a 12-piece molecular cluster, C81H192N12O21 overall, with ωB97M-V with the def2-TZVPD basis set.

Results
- Relative energy (zero: lowest compared OMol25 entry of this formula, charge and spin): 9.0 kcal/mol
- SMILES string: CC1(C)CCCC(C)(C)N1O.CC1(C)CCCC(C)(C)N1O.CC1(C)CCCC(C)(C)N1O.COCCNCCOC.COCCNCCOC.COCCNCCOC.COCCNCCOC.COCCNCCOC.COCCNCCOC.COCCNCCOC.COCCNCCOC.COCCNCCOC
- Frontier orbital gap: 0.3265 Eh
- F_max: 3.31 eV/Å
- Net charge: 0
- Energy: -147971.5120 eV

```
306
Properties=species:S:1:pos:R:3:lowdin_charge:R:1
C -4.339 -3.549 2.565 -0.01
C -4.350 -4.484 3.789 -0.48
C -5.806 -5.026 4.071 -0.02
C -3.457 -5.684 3.594 -0.14
C -1.962 -5.351 3.698 -0.15
C -1.625 -4.548 5.006 -0.10
C -2.548 -3.314 5.207 -0.54
C -2.498 -2.995 6.707 -0.03
C -2.071 -2.087 4.450 -0.01
N -3.920 -3.706 4.990 -0.09
O -4.766 -2.551 5.044 -0.07
H -3.351 -3.434 2.136 0.05
H -5.025 -3.961 1.841 0.08
H -4.723 -2.558 2.831 0.08
H -6.064 -5.717 3.229 0.10
H -5.744 -5.602 4.978 0.07
H -6.582 -4.264 4.221 0.08
H -3.742 -6.468 4.317 0.13
H -3.655 -6.145 2.651 0.09
H -1.382 -6.290 3.593 0.10
H -1.761 -4.736 2.788 0.09
H -0.630 -4.103 4.959 0.10
H -1.654 -5.301 5.825 0.13
H -1.479 -2.882 7.096 0.09
H -3.149 -3.724 7.169 0.09
H -2.936 -2.012 6.757 0.06
H -2.812 -1.328 4.627 0.06
H -1.946 -2.401 3.427 0.04
H -1.097 -1.697 4.910 0.11
H -5.424 -2.823 5.732 0.13
C 5.848 -5.606 2.611 -0.01
C 5.041 -4.897 3.778 -0.46
C 5.953 -4.661 5.049 -0.04
C 4.665 -3.571 3.185 -0.13
C 3.312 -3.696 2.372 -0.16
C 2.241 -4.358 3.167 -0.18
C 2.614 -5.715 3.665 -0.53
C 1.522 -6.145 4.613 -0.03
C 2.703 -6.646 2.450 -0.01
N 3.906 -5.700 4.435 -0.07
O 4.352 -7.049 4.587 -0.03
H 5.203 -5.608 1.767 0.04
H 6.702 -4.907 2.524 0.09
H 6.167 -6.598 2.806 0.06
H 5.267 -4.334 5.849 0.09
H 6.443 -5.600 5.319 0.07
H 6.703 -3.919 4.811 0.07
H 4.577 -2.786 3.941 0.12
H 5.381 -3.277 2.408 0.11
H 2.989 -2.679 2.096 0.10
H 3.553 -4.226 1.429 0.11
H 1.315 -4.476 2.580 0.11
H 1.978 -3.788 4.043 0.12
H 1.648 -7.215 4.835 0.09
H 0.525 -6.057 4.168 0.05
H 1.566 -5.558 5.533 0.09
H 3.678 -6.661 1.971 0.07
H 1.964 -6.425 1.705 0.07
H 2.561 -7.619 2.860 0.07
H 4.187 -7.153 5.535 0.11
C 0.119 1.421 -0.461 0.00
C -0.567 0.185 0.202 -0.48
C -0.009 0.005 1.620 -0.02
C -2.043 0.436 0.193 -0.15
C -2.907 -0.718 0.541 -0.14
C -2.527 -1.922 -0.429 -0.08
C -1.012 -2.219 -0.425 -0.48
C -0.664 -2.988 0.898 -0.01
C -0.744 -3.193 -1.584 0.00
N -0.243 -0.993 -0.672 -0.07
O 1.145 -1.267 -0.567 -0.06
H -0.085 1.349 -1.565 0.09
H -0.307 2.334 -0.053 0.06
H 1.223 1.464 -0.256 0.07
H -0.725 -0.494 2.303 0.07
H 1.022 -0.446 1.652 0.10
H 0.017 1.016 2.068 0.07
H -2.170 1.282 0.907 0.12
H -2.225 0.802 -0.804 0.10
H -2.807 -1.043 1.592 0.10
H -3.933 -0.467 0.400 0.09
H -2.822 -1.566 -1.419 0.11
H -3.091 -2.784 -0.117 0.10
H -1.014 -2.404 1.707 0.03
H 0.393 -3.119 1.038 0.07
H -1.112 -3.967 0.810 0.05
H -1.038 -2.617 -2.489 0.09
H -1.359 -4.077 -1.401 0.07
H 0.293 -3.465 -1.488 0.06
H 1.543 -1.097 -1.468 0.09
C 2.691 2.140 -7.626 -0.12
O 1.977 2.208 -6.447 -0.22
C 1.339 3.424 -6.217 -0.23
C 2.292 4.534 -5.893 -0.21
N 3.274 4.168 -4.846 -0.02
C 4.671 4.639 -5.234 -0.18
C 5.684 4.095 -4.285 -0.25
O 5.635 2.697 -4.385 -0.19
C 6.417 2.088 -3.348 -0.08
H 3.173 1.146 -7.640 0.10
H 3.475 2.899 -7.689 0.08
H 2.107 2.222 -8.550 0.09
H 0.585 3.242 -5.441 0.12
H 0.854 3.647 -7.188 0.13
H 1.752 5.434 -5.591 0.12
H 2.828 4.769 -6.848 0.11
H 3.366 3.158 -4.815 0.06
H 4.682 5.731 -5.226 0.12
H 4.857 4.366 -6.267 0.10
H 5.556 4.405 -3.230 0.10
H 6.677 4.471 -4.575 0.13
H 6.372 2.683 -2.419 0.08
H 7.447 1.923 -3.668 0.09
H 5.950 1.163 -3.166 0.04
C -1.016 -7.476 0.171 -0.06
O -2.425 -7.380 0.442 -0.18
C -2.962 -6.317 -0.213 -0.28
C -3.088 -6.580 -1.681 -0.22
N -3.898 -7.738 -2.088 -0.03
C -5.383 -7.649 -1.733 -0.17
C -6.091 -6.682 -2.672 -0.23
O -5.691 -5.319 -2.460 -0.22
C -6.563 -4.367 -3.137 -0.07
H -0.833 -7.398 -0.907 0.07
H -0.723 -8.417 0.577 0.09
H -0.445 -6.564 0.507 0.10
H -2.332 -5.429 0.003 0.10
H -3.971 -6.176 0.219 0.12
H -2.107 -6.815 -2.060 0.10
H -3.526 -5.705 -2.122 0.10
H -3.501 -8.480 -1.508 0.10
H -5.621 -7.448 -0.687 0.11
H -5.798 -8.644 -1.985 0.12
H -7.173 -6.797 -2.581 0.11
H -5.854 -6.971 -3.714 0.13
H -6.661 -4.599 -4.209 0.09
H -6.096 -3.410 -2.994 0.07
H -7.547 -4.298 -2.631 0.09
C 3.342 6.117 4.647 -0.12
O 2.349 5.258 4.230 -0.20
C 2.709 4.409 3.175 -0.23
C 1.499 3.640 2.716 -0.18
N 0.886 2.818 3.747 -0.04
C 1.632 1.744 4.261 -0.25
C 0.773 0.953 5.156 -0.22
O 0.220 1.797 6.193 -0.19
C -0.775 1.067 6.907 -0.12
H 2.746 6.993 4.870 0.09
H 3.965 6.292 3.756 0.08
H 3.907 5.668 5.492 0.10
H 3.408 3.647 3.641 0.13
H 3.223 4.877 2.286 0.12
H 1.749 3.033 1.857 0.10
H 0.740 4.340 2.359 0.10
H 0.625 3.420 4.502 0.10
H 2.507 2.013 4.860 0.12
H 1.956 1.170 3.442 0.10
H 1.257 0.103 5.647 0.13
H -0.008 0.542 4.466 0.10
H -1.151 1.793 7.711 0.11
H -0.363 0.140 7.405 0.10
H -1.654 0.734 6.312 0.06
C -7.627 -1.833 0.298 -0.08
O -6.527 -1.120 -0.318 -0.19
C -7.126 -0.384 -1.308 -0.29
C -6.050 0.456 -1.962 -0.22
N -6.632 1.234 -3.010 -0.04
C -7.186 2.534 -2.614 -0.19
C -7.781 3.209 -3.821 -0.24
O -6.795 3.848 -4.631 -0.18
C -7.502 4.453 -5.655 -0.15
H -7.262 -2.487 1.075 0.08
H -8.105 -2.504 -0.393 0.07
H -8.362 -1.160 0.673 0.07
H -7.913 0.251 -0.757 0.14
H -7.620 -1.097 -2.031 0.14
H -5.480 -0.380 -2.412 0.13
H -5.413 1.024 -1.249 0.13
H -5.949 1.319 -3.728 0.09
H -6.553 3.192 -2.071 0.10
H -7.985 2.433 -1.908 0.11
H -8.609 3.881 -3.510 0.13
H -8.318 2.483 -4.453 0.12
H -8.208 3.735 -6.079 0.08
H -6.768 4.632 -6.444 0.09
H -8.096 5.334 -5.321 0.10
C -1.106 7.111 1.937 -0.11
O -1.655 6.122 1.091 -0.22
C -2.513 5.264 1.855 -0.20
C -1.929 3.952 2.456 -0.19
N -3.068 3.194 3.054 -0.03
C -2.627 2.288 4.099 -0.23
C -3.760 1.500 4.572 -0.26
O -4.425 0.942 3.460 -0.19
C -5.668 0.395 3.851 -0.10
H -1.923 7.774 2.373 0.11
H -0.366 7.687 1.387 0.06
H -0.553 6.697 2.769 0.08
H -3.271 4.954 1.160 0.10
H -3.055 5.876 2.637 0.14
H -1.274 4.239 3.254 0.08
H -1.281 3.363 1.690 0.12
H -3.473 2.598 2.284 0.12
H -2.072 2.841 4.877 0.13
H -1.944 1.552 3.692 0.10
H -4.490 2.150 5.077 0.13
H -3.553 0.705 5.273 0.10
H -5.649 -0.129 4.790 0.07
H -6.086 -0.264 3.085 0.09
H -6.358 1.203 4.071 0.09
C 3.104 0.493 -3.368 -0.09
O 2.164 -0.598 -3.382 -0.23
C 1.442 -0.638 -4.626 -0.17
C 0.250 0.354 -4.671 -0.18
N -0.896 -0.007 -3.822 -0.03
C -1.980 0.883 -3.777 -0.26
C -2.705 0.895 -5.053 -0.24
O -3.651 1.934 -5.225 -0.22
C -3.142 3.136 -5.839 -0.07
H 2.696 1.530 -3.424 0.09
H 3.843 0.334 -4.187 0.10
H 3.614 0.359 -2.386 0.07
H 1.082 -1.675 -4.700 0.12
H 2.068 -0.444 -5.543 0.13
H -0.012 0.405 -5.736 0.11
H 0.652 1.314 -4.433 0.08
H -0.511 -0.315 -2.955 0.06
H -1.705 1.946 -3.544 0.12
H -2.748 0.579 -3.043 0.12
H -3.241 -0.052 -5.233 0.14
H -1.995 0.949 -5.884 0.10
H -2.738 2.838 -6.844 0.10
H -2.423 3.620 -5.158 0.08
H -3.932 3.853 -5.979 0.07
C 2.375 7.901 1.708 -0.06
O 1.886 7.159 0.573 -0.21
C 1.860 7.926 -0.547 -0.30
C 1.352 7.121 -1.735 -0.21
N -0.022 6.736 -1.475 -0.04
C -0.685 5.742 -2.430 -0.16
C -1.821 5.042 -1.736 -0.21
O -2.302 4.079 -2.705 -0.23
C -3.620 3.674 -2.393 -0.13
H 2.274 7.227 2.529 0.05
H 1.791 8.817 1.870 0.10
H 3.404 8.084 1.586 0.07
H 2.840 8.381 -0.812 0.13
H 1.248 8.795 -0.379 0.11
H 2.006 6.259 -1.922 0.11
H 1.421 7.855 -2.530 0.11
H -0.087 6.324 -0.540 0.07
H 0.091 5.012 -2.770 0.12
H -1.073 6.290 -3.274 0.11
H -2.663 5.751 -1.487 0.14
H -1.438 4.543 -0.840 0.11
H -4.361 4.476 -2.527 0.09
H -3.706 3.241 -1.336 0.11
H -3.911 2.907 -3.140 0.07
C 3.069 -7.449 -2.157 -0.08
O 2.913 -6.124 -1.608 -0.20
C 2.891 -5.134 -2.628 -0.21
C 3.168 -3.773 -1.979 -0.21
N 4.544 -3.582 -1.605 -0.05
C 4.829 -2.192 -1.382 -0.21
C 6.299 -2.072 -1.010 -0.17
O 7.184 -2.574 -2.057 -0.19
C 7.922 -1.556 -2.784 -0.08
H 3.471 -8.050 -1.339 0.09
H 3.808 -7.452 -2.942 0.08
H 2.110 -7.788 -2.419 0.07
H 1.936 -5.122 -3.133 0.11
H 3.657 -5.454 -3.369 0.12
H 2.571 -3.707 -1.063 0.11
H 2.869 -2.994 -2.679 0.10
H 5.211 -3.914 -2.294 0.11
H 4.062 -1.858 -0.727 0.09
H 4.625 -1.606 -2.288 0.11
H 6.519 -2.618 -0.138 0.10
H 6.515 -1.028 -0.827 0.10
H 7.317 -0.752 -3.195 0.06
H 8.460 -2.119 -3.616 0.11
H 8.631 -1.077 -2.152 0.07
C 4.008 0.708 0.766 -0.14
O 3.905 2.059 0.776 -0.16
C 3.744 2.632 -0.498 -0.23
C 3.972 4.123 -0.575 -0.17
N 5.365 4.554 -0.274 -0.04
C 5.540 5.959 -0.033 -0.25
C 6.614 6.577 -0.861 -0.25
O 6.746 7.965 -0.580 -0.18
C 7.890 8.467 -1.239 -0.14
H 4.067 0.373 1.793 0.09
H 4.986 0.448 0.297 0.10
H 3.225 0.115 0.339 0.06
H 2.832 2.448 -1.007 0.09
H 4.485 2.225 -1.201 0.10
H 3.226 4.664 0.075 0.11
H 3.736 4.439 -1.598 0.11
H 5.815 4.067 0.493 0.11
H 5.718 6.213 1.115 0.16
H 4.635 6.535 -0.212 0.10
H 6.293 6.471 -1.907 0.12
H 7.542 5.987 -0.691 0.13
H 7.870 9.581 -1.064 0.10
H 7.880 8.220 -2.308 0.08
H 8.881 8.127 -0.865 0.09
```